Run P
The following is a quantum chemistry calculation of a cluster of 2 separate species, C5H14N2O in total, from the Open Molecules 2025 dataset.

Summary:
2S+1 = 2
HOMO level (spin up / spin down) = -13.68 / -13.65 eV
charge = +1
Kohn-Sham gap (spin up / spin down) = 0.3809 / 0.1770 hartree
lowest unoccupied orbital energy (spin up / spin down) = -3.3139 / -8.8343 eV

Each line ends with the Mulliken charge.
Positions of all 22 atoms, in Å:
C -2.486 -1.306 -1.052  -1.218
C -2.786 -0.085 -0.195  -0.220
C -1.300 0.821 1.366  -0.252
N -1.502 0.581 0.142  -0.369
H -1.826 -1.081 -1.886  0.322
H -2.021 -2.081 -0.442  0.288
H -3.431 -1.689 -1.435  0.370
H -3.427 0.614 -0.730  0.283
H -3.259 -0.353 0.753  0.363
H -0.344 1.118 1.776  0.179
H -2.136 0.685 2.058  0.247
H -0.011 -0.124 -0.810  0.388
C 1.970 -0.160 -0.892  -0.530
O 0.730 -0.751 -1.038  -0.372
C 2.164 0.432 0.542  -0.321
N 3.554 0.589 0.759  -0.222
H 2.670 -0.990 -0.952  0.414
H 2.133 0.646 -1.613  0.348
H 1.607 1.382 0.594  0.306
H 1.798 -0.256 1.308  0.378
H 4.064 1.121 0.054  0.299
H 3.839 0.888 1.694  0.320

Run Q
The following is a quantum chemistry calculation of a cluster of 2 separate species, C5H14N2O in total, from the Open Molecules 2025 dataset.

Summary:
2S+1 = 2
HOMO level (spin up / spin down) = -13.24 / -13.19 eV
charge = +1
Kohn-Sham gap (spin up / spin down) = 0.3197 / 0.1818 hartree
lowest unoccupied orbital energy (spin up / spin down) = -4.5430 / -8.2449 eV

Each line ends with the Mulliken charge.
Positions of all 22 atoms, in Å:
C -1.256 -1.329 -0.284  -1.358
C -0.801 -0.179 0.706  0.337
C 0.756 0.026 0.253  -1.023
C 1.578 1.124 0.940  -0.679
C 0.604 2.974 -0.421  -0.154
N 1.278 2.524 0.531  0.042
N -0.846 -0.304 2.188  -0.577
H -0.373 -1.958 -0.447  0.396
H -1.515 -0.947 -1.275  0.378
H -1.798 -2.182 0.014  0.439
H -1.477 0.612 0.474  0.381
H 1.167 -0.946 0.691  0.438
H 0.745 0.106 -0.733  0.689
H 1.154 1.075 2.060  0.301
H 2.668 0.975 0.952  0.365
H -0.009 2.427 -1.177  0.295
H 0.448 4.009 -0.475  0.335
H -1.008 -1.153 2.565  0.168
H -1.522 0.245 2.659  0.217
H -0.550 -2.416 -2.723  0.274
H 0.465 -2.517 -3.700  0.311
O 0.291 -2.166 -2.796  -0.576

Stability summary: most stable run P, least stable run Q.

Run P
The following is a quantum chemistry calculation of a cluster of 2 separate species, C2H8N in total, from the Open Molecules 2025 dataset.

Summary:
2S+1 = 2
HOMO level (spin up / spin down) = -23.27 / -24.38 eV
charge = +2
Kohn-Sham gap (spin up / spin down) = 0.4618 / 0.3589 hartree
lowest unoccupied orbital energy (spin up / spin down) = -10.7080 / -14.6142 eV

Each line ends with the Mulliken charge.
Positions of all 11 atoms, in Å:
N -0.613 -0.895 -1.588  -0.465
H -1.249 -1.702 -1.473  0.432
H -1.249 -0.174 -1.960  0.431
H -0.337 -0.592 -0.653  0.194
H 0.081 -1.167 -2.294  0.413
C 1.145 0.391 1.067  -0.329
C -0.029 1.011 1.501  -0.096
H 1.519 -0.382 1.755  0.334
H 1.656 0.902 0.258  0.418
H -0.609 0.640 2.344  0.324
H -0.314 1.968 1.044  0.344

Run Q
The following is a quantum chemistry calculation of a cluster of 2 separate species, C2H8N in total, from the Open Molecules 2025 dataset.

Summary:
2S+1 = 2
HOMO level (spin up / spin down) = -23.88 / -23.76 eV
charge = +2
Kohn-Sham gap (spin up / spin down) = 0.3240 / 0.2594 hartree
lowest unoccupied orbital energy (spin up / spin down) = -15.0615 / -16.7036 eV

Each line ends with the Mulliken charge.
Positions of all 11 atoms, in Å:
C -0.330 -0.210 -2.032  -0.405
N -0.069 0.897 0.884  0.010
C 0.401 -0.141 1.792  -0.424
H -0.648 -1.222 -1.497  0.393
H 0.403 -0.366 -2.847  0.362
H -1.286 0.255 -2.329  0.371
H 1.106 -0.776 1.139  0.320
H 0.190 0.176 -1.087  0.280
H -0.190 1.821 1.202  0.325
H -0.518 -0.697 2.143  0.388
H 0.940 0.264 2.631  0.379

Stability summary: most stable run P, least stable run Q.

Run P
The following is a quantum chemistry calculation of a cluster of 13 separate species, C6H38O13 in total, from the Open Molecules 2025 dataset.

Summary:
HOMO level = -10.57 eV
charge = 0
Kohn-Sham gap = 0.3936 hartree
lowest unoccupied orbital energy = 0.1404 eV

Each line ends with the Mulliken charge.
Positions of all 57 atoms, in Å:
C 0.472 -1.302 0.369  0.361
O 0.769 -0.212 -0.546  -0.217
C 0.454 -0.889 1.798  -0.502
C -0.729 0.021 2.304  -0.217
C -1.949 -0.689 2.826  0.877
C -3.004 0.356 3.231  -1.337
C -2.474 -1.718 1.809  -1.392
H 1.282 -1.922 0.043  -0.752
H -0.437 -1.807 0.044  0.269
H 0.004 0.375 -0.612  0.085
H 1.371 -0.368 2.073  0.400
H 0.433 -1.766 2.458  0.372
H -0.229 0.767 2.905  0.508
H -1.075 0.514 1.388  -0.446
H -1.903 -1.316 3.727  0.232
H -3.964 -0.014 3.578  0.399
H -3.243 0.925 2.315  0.053
H -2.538 1.114 3.860  0.363
H -1.779 -2.548 1.739  0.295
H -2.678 -1.212 0.860  0.206
H -3.433 -2.132 2.125  0.518
H -0.665 2.688 -2.407  0.317
H -1.529 3.699 -1.707  0.334
O -0.699 3.628 -2.193  -0.677
H 2.703 -2.683 -1.422  0.327
H 2.539 -3.541 -2.558  0.349
O 2.485 -3.607 -1.598  -0.645
H 0.756 3.066 -0.549  0.278
H 0.826 1.926 0.491  0.213
O 0.208 2.481 -0.018  -0.535
H -2.228 -2.094 -2.766  0.303
H -1.289 -1.477 -3.722  0.306
O -1.470 -2.331 -3.309  -0.614
H 3.797 -3.341 0.387  0.370
H 2.458 -2.840 0.561  0.331
O 3.338 -2.705 0.947  -0.636
H -3.112 1.151 -1.902  0.320
H -2.422 1.901 -2.981  0.289
O -2.307 1.103 -2.450  -0.629
H -2.434 3.578 1.410  0.292
H -1.579 2.514 0.642  0.443
O -2.380 3.067 0.599  -0.684
H 4.297 1.152 -2.530  0.306
H 2.796 0.899 -2.454  0.270
O 3.592 0.626 -2.927  -0.622
H 2.868 -1.562 -4.230  0.313
H 4.042 -1.449 -3.294  0.323
O 3.505 -2.102 -3.752  -0.671
H 3.752 -0.576 0.555  0.432
H 3.189 -0.143 -0.773  0.190
O 3.610 0.218 0.013  -0.710
H -3.645 2.079 -0.038  0.447
H -4.585 0.972 0.486  0.294
O -4.363 1.465 -0.309  -0.707
H 3.004 2.649 2.325  0.250
H 3.089 1.358 1.412  0.343
O 2.504 2.056 1.763  -0.583

Run Q
The following is a quantum chemistry calculation of a cluster of 14 separate species, C6H38O13 in total, from the Open Molecules 2025 dataset.

Summary:
HOMO level = -8.68 eV
charge = 0
Kohn-Sham gap = 0.3279 hartree
lowest unoccupied orbital energy = 0.2460 eV

Each line ends with the Mulliken charge.
Positions of all 57 atoms, in Å:
C 2.120 0.316 -1.868  -0.895
C 0.523 0.398 -1.988  -0.438
C -0.199 -0.238 -0.781  0.183
C -0.638 0.593 0.270  1.412
C -1.489 0.173 1.198  0.482
C -1.966 1.091 2.374  -1.253
H 2.370 1.171 -1.275  0.200
H 2.619 0.436 -2.868  0.446
H 2.449 -0.651 -1.464  0.647
H 0.268 -0.122 -2.939  0.377
H 0.121 1.361 -2.189  0.501
H 0.496 -0.935 -0.421  -0.639
H -1.138 -0.796 -1.155  0.340
H -0.209 1.720 0.248  -1.581
H -1.907 -0.922 1.329  0.332
H -3.085 1.302 2.301  0.289
H -1.403 2.029 2.185  0.195
H -1.782 0.648 3.300  0.389
H -2.080 5.013 0.701  0.263
H -2.312 3.585 -0.043  0.307
O -1.793 4.067 0.577  -0.534
H 2.875 -2.414 0.655  0.298
H 2.121 -3.313 -0.319  0.409
O 2.305 -3.219 0.564  -0.813
H 2.788 0.017 2.256  0.274
H 3.158 0.630 0.844  0.305
O 2.843 -0.276 1.299  -0.597
H -1.278 -3.047 -2.242  0.338
H 0.093 -2.641 -2.330  0.411
O -0.671 -2.615 -2.807  -0.701
H -3.308 1.543 -0.263  0.348
H -2.381 0.935 -1.459  0.336
O -2.840 1.725 -1.147  -0.751
H 2.337 -3.140 -2.811  0.178
H 2.126 -1.869 -1.726  -0.203
O 1.927 -2.806 -2.038  -0.797
H -0.942 -2.397 2.592  0.370
H -1.111 -3.649 3.276  0.301
O -1.630 -3.020 2.771  -0.632
H 0.493 2.916 -2.145  0.441
H 0.536 3.357 -0.747  0.346
O 1.120 3.364 -1.468  -0.674
H 1.960 1.753 3.968  0.292
H 1.254 2.166 2.875  0.270
O 1.430 1.459 3.281  -0.437
H 1.654 3.630 0.636  0.343
H 0.319 3.544 1.361  0.281
O 1.283 3.359 1.460  -0.769
H -1.314 -2.568 0.282  0.141
H -2.437 -3.444 0.407  0.388
O -2.022 -2.910 -0.246  -0.625
H 1.073 -2.528 1.598  0.436
H 0.978 -1.027 1.903  0.078
O 0.504 -1.830 1.917  -0.556
H -1.423 -1.036 -3.128  0.261
H -2.810 -0.631 -3.385  0.306
O -1.973 -0.258 -3.175  -0.622

Stability summary: most stable run P, least stable run Q.

Run P
The following is a quantum chemistry calculation of the molecule C2HNO, from the Open Molecules 2025 dataset.

Summary:
HOMO level = -9.87 eV
charge = 0
Kohn-Sham gap = 0.3222 hartree
lowest unoccupied orbital energy = -1.1028 eV

Each line ends with the Mulliken charge.
Positions of all 5 atoms, in Å:
O -1.231 -0.360 0.056  -0.287
C -0.203 0.440 0.080  -0.377
C 1.077 -0.152 -0.120  0.448
N 2.229 -0.274 -0.236  -0.298
H -1.872 0.346 0.220  0.515

Run Q
The following is a quantum chemistry calculation of a cluster of 2 separate species, C2HNO in total, from the Open Molecules 2025 dataset.

Summary:
HOMO level = -10.69 eV
charge = 0
Kohn-Sham gap = 0.3508 hartree
lowest unoccupied orbital energy = -1.1416 eV

Each line ends with the Mulliken charge.
Positions of all 5 atoms, in Å:
O 1.668 0.776 -0.559  -0.155
C 1.155 -0.128 -0.095  0.384
C -1.073 -0.013 0.143  -0.344
N -2.210 0.245 0.186  -0.332
H 0.460 -0.879 0.325  0.446

Stability summary: most stable run P, least stable run Q.

Run P
The following is a quantum chemistry calculation of a cluster of 2 separate species, C3H11N3O in total, from the Open Molecules 2025 dataset.

Summary:
HOMO level = -8.79 eV
charge = 0
SMILES = [H]/N=C(\N)NCC.O
Kohn-Sham gap = 0.3447 hartree
lowest unoccupied orbital energy = 0.5881 eV

Each line ends with the Mulliken charge.
Positions of all 18 atoms, in Å:
C -0.555 -0.922 1.984  -1.188
C -0.301 0.393 1.197  -0.288
N 0.858 0.202 0.352  -0.182
C 1.257 1.082 -0.670  0.389
N 0.249 1.438 -1.529  -0.345
N 2.498 1.342 -0.821  -0.687
H 0.395 -1.241 2.429  0.322
H -1.394 -0.776 2.654  0.364
H -0.778 -1.606 1.173  0.262
H -0.148 1.275 1.839  0.323
H -1.204 0.570 0.591  0.218
H 1.417 -0.630 0.357  0.267
H -0.697 1.391 -1.186  0.178
H 0.303 1.974 -2.375  0.177
H 2.730 1.645 -1.770  0.203
H -0.847 -1.926 -1.743  0.314
H -2.326 -1.979 -1.413  0.310
O -1.458 -2.230 -1.071  -0.638

Run Q
The following is a quantum chemistry calculation of a cluster of 2 separate species, C3H11N3O in total, from the Open Molecules 2025 dataset.

Summary:
HOMO level = -7.43 eV
charge = 0
Kohn-Sham gap = 0.1726 hartree
lowest unoccupied orbital energy = -2.7320 eV

Each line ends with the Mulliken charge.
Positions of all 18 atoms, in Å:
N 0.909 -1.942 -0.136  -0.349
C -0.468 -1.745 -0.075  -0.294
N -1.247 -1.284 -1.143  -0.520
H 1.437 -1.493 0.613  0.286
H 1.286 -2.794 -0.517  0.221
H -0.760 -1.239 0.837  0.422
H -0.989 -2.706 -0.395  0.338
H -1.031 -1.699 -2.055  0.246
C 0.347 1.137 1.151  -0.600
O 1.197 0.162 1.476  -0.704
C 0.086 1.308 -0.407  0.269
N -0.777 2.464 -0.602  -0.510
H -0.684 1.001 1.552  0.267
H 0.760 2.113 1.464  0.331
H 1.028 1.554 -0.900  0.333
H -0.365 0.410 -0.859  -0.150
H -1.744 2.264 -0.792  0.207
H -0.407 3.196 -1.185  0.206

Stability summary: most stable run P, least stable run Q.